{
  "formula": "C4H6N2",
  "method": "wB97M-V/def2-TZVPD",
  "orbital_gap_ev": 8.0,
  "total_energy_ev": -7221.74184,
  "multiplicity": 1,
  "e_above_lowest_kcal_mol": 88.76,
  "symbols": ["N", "N", "C", "C", "C", "C", "H", "H", "H", "H", "H", "H"],
  "coordinates": [[-1.910, -0.230, -0.086], [1.618, 0.540, 0.117], [1.525, -0.841, -0.057], [0.365, 1.099, 0.143], [0.201, -1.234, -0.151], [-0.459, 0.009, -0.022], [0.208, 2.164, 0.273], [2.475, 1.066, 0.210], [-2.440, -0.015, 0.766], [-2.401, 0.176, -0.890], [2.448, -1.415, -0.096], [-1.628, -1.321, -0.206]],
  "nbo_charge": [-0.76, -0.51, -0.13, -0.13, -0.46, -0.09, 0.21, 0.40, 0.41, 0.41, 0.20, 0.46]
}

=====

{
  "formula": "C4H6N2",
  "method": "wB97M-V/def2-TZVPD",
  "orbital_gap_ev": 9.4,
  "total_energy_ev": -7220.98687,
  "multiplicity": 1,
  "e_above_lowest_kcal_mol": 106.17,
  "symbols": ["N", "N", "C", "C", "C", "C", "H", "H", "H", "H", "H", "H"],
  "coordinates": [[-0.112, -0.765, -0.869], [3.242, 0.032, -0.050], [-1.225, 0.021, -0.513], [0.646, -0.226, 0.260], [-0.288, 1.020, 0.162], [2.097, -0.077, 0.076], [-2.275, -0.211, -0.445], [0.450, -0.766, 1.204], [0.163, 1.793, -0.473], [-1.892, -0.521, 0.702], [-0.143, -1.736, -1.145], [-0.662, 1.434, 1.091]],
  "nbo_charge": [-0.58, -0.30, -0.16, -0.15, -0.39, 0.27, 0.28, 0.22, 0.23, -0.02, 0.39, 0.23]
}

=====

{
  "formula": "C4H6N2",
  "method": "wB97M-V/def2-TZVPD",
  "orbital_gap_ev": 9.8,
  "smiles": "C1=N[C@@H]2C[C@@H]2N1",
  "total_energy_ev": -7223.92870,
  "multiplicity": 1,
  "e_above_lowest_kcal_mol": 38.33,
  "symbols": ["N", "N", "C", "C", "C", "C", "H", "H", "H", "H", "H", "H"],
  "coordinates": [[-1.014, 0.939, -0.179], [-0.808, -1.358, -0.079], [-1.534, -0.330, 0.111], [1.248, -0.028, 0.575], [0.487, -0.892, -0.414], [0.412, 0.623, -0.510], [0.742, -0.008, 1.577], [-1.213, 1.697, 0.439], [1.043, -1.466, -1.207], [2.326, -0.005, 0.446], [-2.520, -0.345, 0.545], [0.829, 1.172, -1.303]],
  "nbo_charge": [-0.62, -0.46, 0.25, -0.45, -0.08, -0.10, 0.22, 0.39, 0.21, 0.23, 0.18, 0.21]
}